Entry 1:
{"formula": "C4H9N2S", "method": "ωB97M-V/def2-TZVPD", "homo_lumo_gap_ev": 7.567, "homo_energy_ev": -12.6, "de_lowest_ev": 2.946, "total_charge": 1, "elements": ["C", "C", "C", "C", "N", "N", "S", "H", "H", "H", "H", "H", "H", "H", "H", "H"], "positions_angstrom": [[0.011, 1.460, 0.212], [-1.143, -1.984, -0.121], [0.171, 0.102, -0.280], [1.670, -0.283, -0.399], [-0.970, 2.025, 0.757], [-0.527, -0.936, 0.530], [-1.366, -2.093, -1.721], [0.933, 2.015, 0.118], [-1.364, -2.804, 0.549], [-0.339, -0.132, -1.557], [2.020, -0.644, 0.581], [2.236, 0.721, -0.703], [1.807, -1.072, -1.132], [-0.964, 3.129, 1.024], [-1.856, 1.628, 0.606], [-0.321, -1.132, 1.536]]}

***

Entry 2:
{"formula": "C14H21ClN4O4", "method": "ωB97M-V/def2-TZVPD", "homo_lumo_gap_ev": 8.608, "homo_energy_ev": -9.3, "smiles": "CC[C@H](C)[C@H](NC(C)=O)C(=O)NC.O=C(O)c1cncc(Cl)n1", "total_charge": 0, "elements": ["O", "O", "O", "Cl", "N", "N", "O", "C", "C", "C", "C", "C", "C", "C", "N", "N", "C", "C", "C", "C", "C", "C", "C", "H", "H", "H", "H", "H", "H", "H", "H", "H", "H", "H", "H", "H", "H", "H", "H", "H", "H", "H", "H", "H"], "positions_angstrom": [[-1.054, 6.038, -0.626], [2.100, -3.569, 2.374], [2.327, -0.964, -1.107], [-0.554, 3.322, -5.204], [-3.065, 2.083, -2.345], [-1.173, 4.152, -2.738], [-2.152, 4.654, 0.782], [-1.657, 4.992, -0.438], [2.070, -2.383, 2.682], [1.940, -1.918, -0.437], [-2.361, 2.204, -3.489], [-2.806, 3.008, -1.397], [-1.418, 3.233, -3.691], [-1.863, 4.047, -1.570], [2.486, -3.134, -0.546], [1.491, -1.452, 1.923], [2.703, -1.914, 3.970], [3.571, -3.475, -1.465], [-2.288, 0.584, 1.219], [-0.904, -1.007, -1.058], [-1.274, -0.552, 1.407], [-0.215, -0.669, 0.280], [0.847, -1.744, 0.633], [-1.907, 5.389, 1.369], [-2.526, 1.486, -4.286], [-3.359, 2.939, -0.465], [2.203, -3.824, 0.140], [1.538, -0.492, 2.224], [3.197, -2.760, 4.448], [3.437, -1.139, 3.754], [1.930, -1.524, 4.629], [3.973, -4.460, -1.224], [4.369, -2.734, -1.382], [3.201, -3.475, -2.492], [-2.931, 0.388, 0.362], [-2.916, 0.656, 2.108], [-1.763, 1.530, 1.081], [-0.170, -1.080, -1.861], [-1.603, -0.221, -1.336], [-1.441, -1.953, -0.977], [-1.816, -1.495, 1.493], [-0.776, -0.367, 2.359], [0.287, 0.295, 0.178], [0.322, -2.696, 0.719]]}

***

Entry 3:
{"formula": "C2F3IO", "method": "ωB97M-V/def2-TZVPD", "homo_lumo_gap_ev": [6.550, 6.530], "homo_energy_ev": [-6.4, -10.4], "de_lowest_ev": 1.057, "spin_multiplicity": 3, "total_charge": 0, "elements": ["C", "C", "O", "F", "F", "F", "I"], "positions_angstrom": [[-0.699, 0.330, -0.703], [0.284, -0.320, 0.664], [-1.853, 0.359, -0.830], [0.880, 0.674, 1.188], [-0.570, -0.840, 1.508], [1.178, -1.161, 0.271], [0.779, 0.958, -2.099]]}

***

Entry 4:
{"formula": "C7H6", "method": "ωB97M-V/def2-TZVPD", "homo_lumo_gap_ev": 8.819, "homo_energy_ev": -8.3, "de_lowest_ev": 1.956, "total_charge": 0, "elements": ["C", "C", "C", "C", "C", "C", "C", "H", "H", "H", "H", "H", "H"], "positions_angstrom": [[-1.598, 0.512, 0.786], [-0.777, 1.619, 1.195], [-0.905, -0.398, -0.003], [0.890, 0.391, 0.042], [0.588, 1.525, 0.815], [0.352, -0.667, -0.573], [0.840, -1.753, -1.430], [-2.528, 0.247, 1.245], [-1.238, 2.448, 1.811], [1.270, 2.187, 1.238], [0.252, -1.950, -2.386], [1.088, -2.732, -0.994], [1.766, -1.428, -1.743]]}

***

Entry 5:
{"formula": "C36H31N8O2S2Sm", "method": "ωB97M-V/def2-TZVPD", "homo_lumo_gap_ev": [7.353, 7.355], "homo_energy_ev": [-12.9, -12.9], "de_lowest_ev": 0.687, "spin_multiplicity": 6, "total_charge": 2, "elements": ["Sm", "C", "C", "N", "N", "C", "N", "S", "C", "C", "C", "C", "C", "N", "H", "H", "H", "H", "H", "H", "H", "H", "H", "H", "C", "C", "C", "C", "C", "C", "C", "S", "O", "O", "N", "C", "C", "C", "C", "C", "C", "C", "C", "N", "C", "H", "H", "H", "H", "H", "H", "H", "H", "H", "H", "H", "H", "H", "C", "C", "N", "C", "C", "C", "C", "C", "C", "C", "C", "C", "N", "C", "H", "H", "H", "H", "H", "H", "H", "H"], "positions_angstrom": [[-0.315, 0.389, 0.490], [3.766, 1.412, 3.006], [2.459, 0.892, 2.485], [1.657, 1.598, 1.758], [2.032, 2.840, 1.391], [1.282, 3.657, 0.597], [1.866, 4.798, 0.216], [-0.313, 3.357, 0.230], [2.030, -0.484, 2.778], [2.925, -1.453, 3.233], [2.461, -2.733, 3.488], [1.115, -3.006, 3.308], [0.293, -1.988, 2.842], [0.726, -0.761, 2.566], [3.644, 2.419, 3.408], [4.514, 1.440, 2.210], [4.147, 0.796, 3.813], [2.997, 3.120, 1.561], [2.848, 4.984, 0.333], [1.334, 5.416, -0.374], [3.973, -1.233, 3.363], [3.141, -3.499, 3.825], [0.707, -3.983, 3.511], [-0.773, -2.154, 2.719], [5.415, -2.123, -5.455], [4.433, -1.668, -4.429], [3.674, -0.518, -4.631], [2.753, -0.102, -3.687], [2.593, -0.845, -2.531], [3.335, -1.990, -2.302], [4.252, -2.398, -3.253], [1.401, -0.315, -1.336], [1.564, -1.071, -0.073], [1.560, 1.114, -1.040], [-0.130, -0.437, -1.723], [-0.651, -1.684, -2.031], [-0.254, -2.435, -3.118], [-0.936, -3.603, -3.470], [-2.046, -4.009, -2.776], [-2.467, -3.300, -1.634], [-3.617, -3.626, -0.884], [-3.895, -2.927, 0.261], [-3.007, -1.930, 0.684], [-1.952, -1.546, -0.016], [-1.705, -2.180, -1.198], [5.449, -1.442, -6.300], [5.143, -3.112, -5.820], [6.413, -2.197, -5.024], [3.805, 0.048, -5.540], [2.161, 0.787, -3.831], [3.185, -2.538, -1.385], [4.833, -3.293, -3.092], [0.566, -2.084, -3.725], [-0.599, -4.156, -4.331], [-2.606, -4.873, -3.094], [-4.274, -4.413, -1.219], [-4.776, -3.140, 0.842], [-3.168, -1.417, 1.627], [-1.771, 2.323, 4.587], [-1.251, 1.442, 3.637], [-1.711, 1.326, 2.397], [-2.771, 2.096, 2.040], [-3.383, 2.995, 2.949], [-2.847, 3.104, 4.243], [-4.505, 3.775, 2.550], [-5.032, 3.650, 1.311], [-4.437, 2.776, 0.356], [-4.954, 2.647, -0.945], [-4.303, 1.842, -1.847], [-3.126, 1.196, -1.450], [-2.631, 1.269, -0.224], [-3.282, 2.028, 0.689], [-1.325, 2.384, 5.568], [-0.426, 0.789, 3.909], [-3.285, 3.799, 4.944], [-4.936, 4.451, 3.273], [-5.893, 4.226, 1.008], [-5.858, 3.176, -1.215], [-4.682, 1.715, -2.850], [-2.562, 0.591, -2.154]]}

***

Entry 6:
{"formula": "C8H13N2", "method": "ωB97M-V/def2-TZVPD", "homo_lumo_gap_ev": 9.143, "homo_energy_ev": -13.4, "smiles": "CC(C)=C=C(C)/C=N\\C=[NH2+]", "de_lowest_ev": 5.109, "total_charge": 1, "elements": ["C", "C", "C", "C", "C", "C", "C", "C", "N", "N", "H", "H", "H", "H", "H", "H", "H", "H", "H", "H", "H", "H", "H"], "positions_angstrom": [[1.648, -0.168, 1.236], [1.249, -1.234, 0.321], [0.072, -0.945, -0.206], [-0.084, 1.567, 0.843], [2.324, -2.266, 0.070], [-1.037, 0.453, -1.733], [-2.286, -0.615, 0.214], [-1.094, -0.588, -0.689], [0.966, 0.895, 1.218], [0.081, 2.650, 0.152], [2.311, -0.305, 2.093], [3.196, -1.564, -0.075], [2.034, -2.814, -0.825], [2.369, -3.019, 0.894], [0.032, 0.407, -2.049], [-1.191, 1.425, -1.229], [-1.713, 0.369, -2.588], [-2.254, -1.345, 1.058], [-3.201, -0.952, -0.430], [-2.300, 0.370, 0.852], [-1.072, 1.654, 1.498], [0.698, 2.726, -0.537], [-0.746, 3.297, -0.088]]}

***

Entry 7:
{"formula": "CH4N2O2", "method": "ωB97M-V/def2-TZVPD", "homo_lumo_gap_ev": [9.327, 9.326], "homo_energy_ev": [-10.1, -10.1], "de_lowest_ev": 5.389, "total_charge": 0, "elements": ["C", "N", "N", "O", "O", "H", "H", "H", "H"], "positions_angstrom": [[-0.557, 0.556, -0.621], [1.262, -0.287, 0.824], [-1.102, -0.453, 0.076], [0.623, -1.368, 0.769], [1.297, 0.387, -0.285], [0.998, 0.306, 1.636], [-1.312, -1.254, -0.522], [-0.626, 0.570, -1.708], [-0.585, 1.544, -0.170]]}

***

Entry 8:
{"formula": "C12H18AuCl2N2", "method": "ωB97M-V/def2-TZVPD", "homo_lumo_gap_ev": [6.347, 7.224], "homo_energy_ev": [-3.8, -4.6], "de_lowest_ev": 0.000, "spin_multiplicity": 3, "total_charge": -1, "elements": ["Au", "Cl", "Cl", "C", "H", "H", "C", "C", "H", "C", "H", "C", "H", "H", "C", "H", "H", "C", "H", "H", "H", "H", "N", "C", "C", "C", "N", "C", "C", "H", "H", "H", "H", "H", "H"], "positions_angstrom": [[0.043, 3.203, 0.352], [-1.458, 4.691, -0.496], [1.833, 3.259, 1.793], [1.791, -0.138, -0.312], [2.878, -0.183, -0.469], [1.518, 0.369, 0.595], [-0.307, 1.086, -0.912], [0.845, -0.112, -1.351], [-0.918, 0.539, -0.178], [1.517, 0.168, -2.735], [0.242, -1.083, -1.325], [1.318, 1.661, -3.063], [2.606, -0.059, -2.735], [1.055, -0.438, -3.532], [-0.173, 1.985, -3.282], [1.682, 2.249, -2.206], [1.880, 1.961, -3.954], [-1.088, 1.490, -2.125], [-0.350, 3.066, -3.376], [-0.525, 1.504, -4.211], [-1.785, 2.279, -1.794], [-1.740, 0.671, -2.501], [-1.483, -3.603, 4.238], [-1.057, -2.657, 3.365], [0.256, -2.707, 2.837], [0.641, -1.706, 1.946], [-0.188, -0.726, 1.583], [-1.427, -0.665, 2.060], [-1.918, -1.601, 2.969], [-0.871, -4.354, 4.520], [-2.408, -3.586, 4.626], [0.947, -3.503, 3.117], [1.634, -1.689, 1.500], [-2.056, 0.155, 1.701], [-2.935, -1.526, 3.354]]}